No. 1
The following is a DFT calculation (wB97M-V/def2-TZVPD) of C25H19N2ORh as an isolated structure.

Last column: Mulliken spin population.
Positions of all 48 atoms, in Å:
Rh 0.400858 1.492448 -0.080217  2.69
C 2.010981 2.031074 1.685417  -0.06
C 2.976583 2.872980 1.025168  0.44
C 3.800481 2.026022 0.165198  -0.03
C 3.364754 0.726645 0.249540  0.28
C 2.262488 0.657970 1.216668  0.17
H 1.121392 2.368470 2.272579  -0.02
H 3.204611 3.957117 1.185102  0.00
H 4.693385 2.509602 -0.321303  0.00
H 3.777533 0.061274 -0.500259  0.00
H 1.830133 -0.197938 1.660546  -0.02
C -0.329152 6.237017 -0.420315  0.03
C 0.640110 5.592780 -1.227047  -0.01
C 0.721736 4.214671 -1.163545  -0.07
C -0.152252 3.392481 -0.407687  0.24
C -1.122113 4.096697 0.322038  -0.07
C -1.261778 5.479643 0.293106  -0.01
H -0.380374 7.320392 -0.507518  0.00
H 1.249477 6.116269 -1.945501  0.00
H 1.547978 3.672462 -1.678824  -0.02
H -1.762655 3.572791 1.039896  0.00
H -2.090364 5.942003 0.868237  0.00
O -1.293515 0.691265 1.347098  0.27
N -2.427595 -0.085734 0.896165  0.26
C -2.829605 0.056698 -0.403627  0.12
C -3.373515 -0.961866 -1.085952  -0.10
C -3.514387 -2.308304 -0.442121  0.50
C -2.947391 -2.455891 0.796351  -0.20
C -2.253608 -1.372110 1.384268  0.32
H -2.977662 1.025816 -0.844601  0.02
H -3.676915 -0.807831 -2.130518  0.00
H -3.709393 -3.070554 -1.181269  0.03
H -2.603134 -3.470069 1.299453  0.01
H -1.716377 -1.340039 2.338363  0.02
N 0.135889 -8.025131 0.527222  0.00
C 0.319529 -6.944863 0.213921  0.00
C 0.477002 -5.572480 -0.094345  0.01
C -0.584973 -5.067980 -0.730463  -0.02
C -0.591566 -3.722635 -1.104783  0.03
C 0.580978 -3.039932 -0.810802  0.03
C 1.724087 -3.526183 -0.108067  0.02
C 1.610708 -4.887162 0.234263  -0.01
C 0.518739 -1.581842 -0.934221  0.10
C 0.455227 -0.351331 -0.945971  0.06
H -1.325935 -5.882965 -1.105036  0.00
H -1.293857 -3.173860 -1.697366  -0.02
H 2.380856 -2.722736 0.152931  0.00
H 2.412607 -5.545153 0.697808  0.00

Cartesian forces (eV/Å) of the 6 atoms listed first:
Rh -1.03 -1.92 1.70
C -0.24 -0.81 -1.13
C 0.70 -0.58 -0.05
C 0.13 2.46 1.16
C 0.22 0.77 -0.34
C -0.11 2.72 -0.39

Its expectation value of S² is 8.80. The net charge is -1. Its HOMO-LUMO gap (spin up / spin down) is 5.4136 / 5.7349 eV. Its spin multiplicity is 6.


No. 2
The following is a DFT calculation (wB97M-V/def2-TZVPD) of a 3-piece molecular cluster, C4H13N3O2 overall.

Last column: Löwdin charge in e.
Positions of all 22 atoms, in Å:
C -0.521046 2.011373 1.351748  -0.01
C -0.465339 0.836146 2.311831  -0.60
N 0.094540 -0.281335 1.791980  0.16
O -0.818930 0.913951 3.473080  0.03
H -0.501775 1.694154 0.311034  0.04
H 0.318480 2.671505 1.560675  0.08
H -1.451158 2.555260 1.509514  0.08
H 0.101807 -1.111084 2.361912  0.11
H 0.349240 -0.345424 0.810560  0.03
C 2.164303 -0.951187 -1.105698  -0.10
N 1.802981 0.260789 -0.742163  -0.09
O 1.742274 1.133703 -1.802251  -0.04
H 2.838398 -1.060773 -1.953170  0.09
H 2.441615 -1.564227 -0.257460  0.08
H 1.116120 1.816398 -1.516537  0.10
C -1.859761 -1.395271 -0.901996  -0.20
N -0.575928 -0.846420 -1.292955  -0.12
H -2.310762 -2.066324 -1.647291  0.06
H -1.750146 -1.927229 0.044164  0.06
H -2.572067 -0.580891 -0.738839  0.07
H -0.666951 -0.354771 -2.178796  0.05
H 0.524104 -1.408343 -1.389342  0.12

Cartesian forces (eV/Å) of the 6 atoms listed first:
C -0.39 -0.05 0.04
C 0.38 0.12 -0.06
N 0.01 -0.38 -0.22
O -0.20 0.06 -0.06
H 0.15 -0.12 -0.05
H 0.02 0.05 -0.01

Its HOMO-LUMO gap is 9.0047 eV. Its spin multiplicity is 1. The SMILES is CC(N)=O.C=NO.CN. The energy above the lowest of the compared OMol25 structures with the same formula, charge and spin comes out at 4.045 eV.


No. 3
The following is a DFT calculation (wB97M-V/def2-TZVPD) of a 2-piece molecular cluster, CH3NOSi overall.

Last column: Löwdin charge in e.
Positions of all 7 atoms, in Å:
C -2.696791 0.123639 -0.271749  -0.11
N -3.475154 0.662923 0.324151  0.05
O 1.233584 -0.170432 0.010569  -0.41
Si 2.347479 0.784469 0.810182  0.64
H 1.100340 -0.903770 -0.507308  -0.02
H 3.532658 -0.000830 0.534968  -0.21
H -2.042116 -0.495997 -0.900816  0.06

Cartesian forces (eV/Å) of the 6 atoms listed first:
C 2.92 -2.70 -2.75
N -2.39 1.89 2.01
O 0.06 3.28 2.15
Si -1.57 0.12 -0.19
H 0.25 -2.61 -1.68
H 1.26 -0.82 -0.30

Its HOMO-LUMO gap is 8.5354 eV. Its spin multiplicity is 1. The energy above the lowest of the compared OMol25 structures with the same formula, charge and spin comes out at 2.275 eV.


No. 4
The following is a DFT calculation (wB97M-V/def2-TZVPD) of C17H40N8OSi2TeTi as an isolated structure.

Last column: Mulliken spin population.
Positions of all 70 atoms, in Å:
Ti 0.965893 -1.128307 -0.473661  1.02
N 2.790826 -3.656830 1.994576  0.00
C 3.038390 -2.450093 1.521781  0.00
N 3.918499 -1.644760 2.101559  0.00
O 2.396221 -2.028814 0.486420  0.00
H 3.307673 -4.051955 2.766030  0.00
H 2.145393 -4.256799 1.507197  0.00
H 4.525770 -1.966098 2.841046  0.00
H 4.153960 -0.773480 1.655813  0.00
C 2.776193 -3.264339 -4.824251  0.00
Si 1.414341 -2.032789 -4.705115  0.00
C -0.066748 -2.462862 -5.710071  0.00
C 1.991669 -0.294798 -4.977359  0.00
C 0.765264 -2.148802 -2.864305  -0.01
Te -0.806254 -0.695371 -2.536701  -0.04
C -2.364770 -2.103887 -2.187199  0.00
Si -2.330051 -3.234617 -0.664571  0.00
C -0.537745 -3.526152 -0.074510  -0.05
C -3.173277 -2.336077 0.700956  0.00
C -3.030766 -4.855859 -1.160637  0.00
H 3.099364 -3.353697 -5.867639  0.00
H 2.452188 -4.258513 -4.502458  0.00
H 3.650535 -2.971412 -4.236703  0.00
H 0.205042 -2.503545 -6.769015  0.00
H -0.866658 -1.724773 -5.617269  0.00
H -0.459762 -3.448717 -5.441611  0.00
H 2.040456 -0.089754 -6.052041  0.00
H 2.994987 -0.138071 -4.574481  0.00
H 1.316266 0.452451 -4.552107  0.00
H 1.620113 -2.048530 -2.167926  0.00
H 0.295713 -3.119230 -2.706076  0.00
H -2.429928 -2.661632 -3.123713  0.00
H -3.259588 -1.476384 -2.128937  0.00
H -0.025905 -2.587207 0.144451  0.02
H 0.070054 -4.145232 -0.733180  0.00
H -0.594198 -4.009953 0.905623  0.00
H -2.643741 -1.409503 0.939506  0.00
H -3.206287 -2.950430 1.606391  0.00
H -4.204044 -2.079403 0.443157  0.00
H -2.466168 -5.269922 -2.000047  0.00
H -4.074518 -4.754608 -1.474293  0.00
H -3.005505 -5.579400 -0.340350  0.00
N 1.822918 1.704014 -1.510283  0.01
C 2.882875 2.328339 -2.024040  0.01
C 3.913962 1.408338 -2.112521  0.00
C 3.379956 0.232585 -1.616981  0.02
N 2.091114 0.404310 -1.242271  -0.02
H 0.935126 2.109328 -1.255924  0.00
H 2.841872 3.372133 -2.300562  0.00
H 4.910744 1.577313 -2.487146  0.00
H 3.850325 -0.732951 -1.520656  0.00
C -1.816204 2.164267 4.544969  0.00
C -0.847070 3.065622 3.786085  0.00
C -1.431844 3.548050 2.463477  0.00
C 0.521027 2.405143 3.607283  0.00
N 0.433929 1.179711 2.757696  0.00
C 0.144431 -0.087714 3.127382  0.00
N 0.106011 -0.832050 2.050629  0.02
N 0.381497 0.017798 1.045501  -0.01
N 0.576641 1.228039 1.461506  0.01
H -2.743948 2.697478 4.749602  0.00
H -1.408737 1.843189 5.507414  0.00
H -2.090514 1.276750 3.961889  0.00
H -0.625390 3.938630 4.406455  0.00
H -1.685239 2.709835 1.803806  0.00
H -0.746183 4.215836 1.934601  0.00
H -2.354893 4.099533 2.643118  0.00
H 0.928354 2.081586 4.563777  0.00
H 1.232797 3.068301 3.122699  0.00
H -0.032118 -0.408059 4.143779  0.00

Cartesian forces (eV/Å) of the 6 atoms listed first:
Ti 1.11 -0.49 -0.71
N 0.05 -0.11 0.05
C -0.14 0.03 -0.19
N 0.12 -0.02 0.07
O -0.08 0.11 -0.13
H 0.00 0.00 0.00

Its expectation value of S² is 0.75. The net charge is +3. Its HOMO-LUMO gap (spin up / spin down) is 7.7868 / 8.1388 eV. Its spin multiplicity is 2. The energy above the lowest of the compared OMol25 structures with the same formula, charge and spin comes out at 0.707 eV.


No. 5
The following is a DFT calculation (wB97M-V/def2-TZVPD) of one molecule with the formula C3H6N2O2.

Last column: Löwdin charge in e.
Positions of all 13 atoms, in Å:
C -1.682024 -0.469308 0.505651  -0.17
N -0.687997 -0.193464 -0.672239  -0.14
N -0.230895 1.239404 -0.179624  0.06
C 1.121379 1.064443 -0.389480  -0.04
C 2.041172 -0.023637 -0.111622  -0.50
O 3.046401 0.212227 0.464522  0.15
O 1.744612 -1.365991 -0.410476  0.07
H -1.166891 -0.953873 1.359231  0.05
H -2.257433 0.497303 1.017042  0.11
H -2.740298 -1.021508 0.277460  0.10
H -1.397986 0.389521 -1.356477  0.16
H 1.435313 1.997489 0.026045  0.10
H 0.774644 -1.372604 -0.530027  0.06

Cartesian forces (eV/Å) of the 6 atoms listed first:
C -3.55 0.59 0.84
N -6.14 4.46 1.23
N 5.98 -4.83 -3.05
C -6.03 4.24 3.21
C 0.14 -4.18 -0.72
O 1.02 0.70 0.34

Its HOMO-LUMO gap is 10.1946 eV. Its spin multiplicity is 1. The SMILES is CN/N=C\C(=O)O. The energy above the lowest of the compared OMol25 structures with the same formula, charge and spin comes out at 5.765 eV.


Number 1: calculated total energy -1258.983681 Eh. Number 2: calculated total energy -474.828296 Eh. Number 3: calculated total energy -459.325260 Eh. Number 4: calculated total energy -2880.714749 Eh. Number 5: calculated total energy -377.747476 Eh.